C4H8N2O | the ωB97M-V functional and the def2-TZVPD basis

2S+1: 1
SMILES: C=CC(O)=C(N)N
Maximum force in Eh/bohr: 0.0492
Net charge: 0

XYZ file:
```
15
C4H8N2O the ωB97M-V functional and the def2-TZVPD basis
C -2.597 -0.217 -0.719
C -1.295 -0.442 -0.524
C -0.335 0.323 0.204
O -0.817 1.188 1.166
C 0.979 -0.093 0.155
N 1.704 -0.281 -0.999
N 1.770 0.053 1.289
H -3.208 -0.885 -1.317
H -3.081 0.676 -0.335
H -0.662 -1.273 -1.003
H -0.027 1.570 1.589
H 1.158 -0.107 -1.837
H 2.577 0.237 -0.992
H 2.592 -0.540 1.203
H 1.242 -0.209 2.119
```

Atom charges from the Mulliken analysis, given in e for atoms 1 to 2: -0.88 -0.16

C4H8N2O | the ωB97M-V functional and the def2-TZVPD basis

2S+1: 1
SMILES: CC(=C=NO)CN
Maximum force in Eh/bohr: 0.0156
Net charge: 0

XYZ file:
```
15
C4H8N2O the ωB97M-V functional and the def2-TZVPD basis
C 0.619 1.343 -1.121
C 0.391 0.017 -0.444
C 1.164 -0.427 0.513
N 1.862 -0.883 1.429
O 1.413 -0.427 2.685
C -0.890 -0.739 -0.735
N -1.994 -0.019 -0.097
H 1.494 1.861 -0.719
H -0.268 1.969 -0.972
H 0.755 1.213 -2.200
H 2.056 -0.834 3.279
H -0.779 -1.786 -0.411
H -1.070 -0.752 -1.818
H -1.877 -0.057 0.914
H -2.877 -0.479 -0.303
```

Atom charges from the Mulliken analysis, given in e for atoms 1 to 2: -1.23 0.46

C4H8N2O | the ωB97M-V functional and the def2-TZVPD basis

2S+1: 1
Maximum force in Eh/bohr: 0.0952
Net charge: 0

XYZ file:
```
15
C4H8N2O the ωB97M-V functional and the def2-TZVPD basis
C -0.194 0.958 -0.096
C -0.168 -0.476 2.335
C -0.494 -0.343 -0.457
C -0.611 -1.410 -1.190
O -1.105 -0.254 1.311
N 0.350 1.322 -2.011
N 1.546 1.182 -2.089
H 1.920 1.515 -3.009
H -0.981 1.699 -0.023
H 0.778 1.162 0.343
H -0.180 0.353 3.055
H 0.865 -0.581 1.966
H -0.416 -1.404 2.865
H -1.023 -2.321 -0.773
H -0.287 -1.400 -2.226
```

Atom charges from the Mulliken analysis, given in e for atoms 1 to 2: -0.08 -0.63

C4H8N2O | the ωB97M-V functional and the def2-TZVPD basis

2S+1: 1
SMILES: [H]/N=C/CC/C=[NH+]/[O-]
Maximum force in Eh/bohr: 0.0863
Net charge: 0

XYZ file:
```
15
C4H8N2O the ωB97M-V functional and the def2-TZVPD basis
H 1.836 -1.059 -1.630
N 1.041 -0.843 -1.055
C 0.457 -1.668 -0.326
C -0.609 -1.176 0.609
C -1.001 0.223 0.034
C -0.226 1.421 0.578
N 0.762 1.938 -0.083
O 1.585 2.785 0.307
H 0.506 -2.844 -0.222
H -0.377 -0.990 1.624
H -1.405 -1.803 0.446
H -2.158 0.232 0.092
H -0.878 0.332 -1.061
H -0.431 1.859 1.650
H 0.898 1.593 -0.963
```

Atom charges from the Mulliken analysis, given in e for atoms 1 to 2: 0.21 -0.40

C4H8N2O | the ωB97M-V functional and the def2-TZVPD basis

2S+1: 1
Maximum force in Eh/bohr: 0.0756
Net charge: 0

XYZ file:
```
15
C4H8N2O the ωB97M-V functional and the def2-TZVPD basis
C 2.060 0.474 -0.015
C -0.785 1.073 -0.883
C -0.885 -0.230 1.146
C 0.618 -0.810 -0.681
N 2.917 1.217 0.164
N -0.580 -0.202 -0.266
O 0.973 -1.986 -0.103
H -1.786 1.577 -0.555
H 0.128 1.656 -0.623
H -1.027 0.985 -1.968
H 0.017 -0.145 1.941
H -1.705 0.590 1.427
H -1.251 -1.264 1.549
H 0.967 -0.665 -1.703
H 0.340 -2.273 0.569
```

Atom charges from the Mulliken analysis, given in e for atoms 1 to 2: 0.04 -0.94

C4H8N2O | the ωB97M-V functional and the def2-TZVPD basis

2S+1: 1
Maximum force in Eh/bohr: 0.0921
Net charge: 0

XYZ file:
```
15
C4H8N2O the ωB97M-V functional and the def2-TZVPD basis
C -0.083 -0.156 -1.985
C 0.017 0.091 -0.351
C 1.187 -0.588 0.371
C -1.369 -0.245 0.254
N 1.182 1.645 -1.513
N 0.286 1.462 -0.501
O -1.116 -0.153 -2.528
H 1.018 -0.786 1.466
H 2.039 -0.076 0.147
H 1.300 -1.716 0.214
H -1.350 -1.131 0.858
H -1.948 -0.499 -0.679
H -1.926 0.641 0.690
H 2.000 1.145 -1.365
H -0.563 1.908 -0.819
```

Atom charges from the Mulliken analysis, given in e for atoms 1 to 2: 0.12 1.21

The records above give, respectively, energy relative to the best compared isomer or geometry (same formula, charge and spin) values of 70.0; 90.0; 180.2; 115.0; 94.6; 125.9 kcal per mole.